[1]
74
Properties=species:S:1:pos:R:3:forces:R:3:lowdin_spin:R:1 method="wB97M-V/def2-TZVPD" orbital_gap_ev="7.8654 / 5.5471" multiplicity=5 s2=6.0793 homo_energy_ev="-9.745 / -10.805" relative_energy_kcal_mol=0.0 total_charge=+1 lumo_ha="-0.0691 / -0.1932"
Ir 0.12622 -1.68222 0.23458 0.111 -0.114 -0.030 1.469
C 2.86208 4.33177 -0.06144 -0.021 0.027 0.041 0.000
O 1.57919 3.73896 -0.21891 0.001 0.003 -0.021 0.000
C 0.80027 4.19166 -1.22885 -0.009 -0.020 0.030 0.000
C 1.12156 5.24981 -2.07041 0.018 0.012 -0.026 0.000
C 0.23765 5.62589 -3.07408 -0.001 0.007 0.000 0.000
C -0.96107 4.95795 -3.26211 -0.003 -0.004 0.002 0.000
C -1.27754 3.89101 -2.43439 0.004 0.020 0.002 0.001
C -0.41072 3.51190 -1.42373 0.020 0.007 0.010 0.002
N -0.75247 2.42984 -0.56066 -0.048 0.013 -0.012 0.019
C -0.14582 1.23199 -0.57316 0.053 -0.006 0.042 0.023
N 0.81135 1.05555 -1.49270 0.025 -0.026 -0.027 0.022
C 1.72185 0.00251 -1.64347 0.008 -0.007 0.024 0.058
C 1.61585 -1.23635 -1.01254 -0.084 0.050 -0.046 0.051
C 2.62209 -2.19166 -1.26403 0.023 0.010 0.007 0.051
C 3.66193 -1.92275 -2.12320 0.001 -0.007 0.004 0.000
C 3.73845 -0.69048 -2.77612 -0.004 -0.002 0.000 0.048
C 2.77423 0.26727 -2.54065 -0.008 0.004 0.007 0.001
O 2.74153 1.50389 -3.11145 -0.003 -0.002 0.008 -0.006
C 3.73858 1.81546 -4.07603 -0.002 0.002 -0.004 0.000
N -0.47376 0.28368 0.30031 -0.076 -0.021 0.019 0.089
C -1.57113 0.56908 1.17977 0.038 0.057 -0.020 0.005
C -1.32877 0.91902 2.50277 0.006 0.014 0.011 0.007
C -2.37877 1.15694 3.37427 0.007 0.001 -0.008 0.001
C -3.68683 1.06450 2.91820 -0.008 -0.009 -0.007 0.006
C -3.93873 0.74706 1.59283 0.014 -0.048 0.023 0.000
C -2.88911 0.49814 0.71832 -0.044 -0.002 0.036 0.006
O -3.16288 0.27500 -0.60518 0.117 0.011 -0.041 0.002
C -3.26801 -1.09663 -0.99721 -0.091 -0.031 0.041 0.002
H 3.46259 4.20465 -0.96428 0.015 -0.007 -0.006 0.000
H 3.33032 3.81080 0.76798 0.012 -0.010 -0.015 0.000
H 2.78026 5.39299 0.18164 -0.010 -0.008 -0.011 0.000
H 2.04681 5.79244 -1.94362 -0.005 -0.006 0.005 0.000
H 0.49736 6.45879 -3.71395 -0.001 -0.002 -0.005 0.000
H -1.64140 5.25841 -4.04603 0.001 0.002 -0.003 0.000
H -2.20044 3.33867 -2.56015 0.000 -0.001 0.002 0.000
H -1.50309 2.55132 0.10182 -0.016 -0.003 -0.024 0.000
H 1.00696 1.85255 -2.08482 -0.005 0.002 -0.008 0.000
H 2.57103 -3.15490 -0.77261 -0.004 0.002 0.000 0.006
H 4.42422 -2.66788 -2.30638 0.002 0.001 -0.003 -0.001
H 4.55253 -0.49407 -3.45819 0.003 0.000 0.002 0.003
H 3.51493 2.81925 -4.42419 0.001 -0.001 -0.002 0.000
H 3.69753 1.11968 -4.91593 0.001 0.002 0.001 0.000
H 4.73394 1.79579 -3.62801 -0.001 0.002 0.000 0.000
H -0.30377 1.00772 2.83624 0.010 -0.002 0.001 0.001
H -2.17468 1.42250 4.40277 -0.002 0.001 0.002 0.000
H -4.51265 1.25395 3.59062 0.001 0.001 0.002 0.000
H -4.94875 0.69366 1.20811 -0.008 0.006 0.005 0.000
H -3.94761 -1.13286 -1.84542 0.022 0.002 -0.013 0.000
H -3.67505 -1.70150 -0.18325 -0.001 0.008 -0.013 0.000
H -2.29501 -1.49214 -1.29713 0.023 -0.004 0.018 0.001
C 0.32540 -1.75248 5.94841 0.002 0.000 0.012 0.175
C -0.74957 -2.59361 5.66269 -0.012 -0.005 -0.007 -0.007
C -1.11335 -2.84981 4.36122 -0.001 -0.006 0.018 0.136
C -0.39021 -2.24255 3.30035 -0.003 -0.031 -0.022 0.057
C 0.70415 -1.39001 3.60489 -0.005 0.009 0.021 0.123
C 1.04998 -1.15638 4.91117 0.008 0.006 -0.018 -0.003
N -0.69778 -2.45925 2.01110 -0.066 0.077 -0.002 0.472
N -1.61926 -3.48055 1.77204 0.007 0.022 0.022 0.472
C -1.32901 -4.10287 0.62533 -0.003 -0.032 -0.025 0.103
C -2.02568 -5.30480 0.31785 0.004 0.007 0.006 0.134
C -1.73845 -5.97368 -0.84265 -0.012 -0.005 0.010 0.024
C -0.77931 -5.46852 -1.73086 0.013 0.010 -0.004 0.197
C -0.11524 -4.26854 -1.46368 0.009 0.007 -0.008 0.026
C -0.36661 -3.56182 -0.30588 -0.017 0.013 -0.004 0.194
H 0.60330 -1.56261 6.97621 -0.001 0.000 0.002 0.009
H -1.30712 -3.04608 6.47149 0.001 -0.001 0.001 -0.004
H -1.95383 -3.48237 4.12235 0.002 0.001 0.001 0.007
H 1.27097 -0.95851 2.78927 -0.001 0.003 -0.002 0.004
H 1.89326 -0.51880 5.14021 -0.001 0.000 -0.001 -0.003
H -2.74765 -5.67951 1.03072 0.000 -0.001 0.002 0.004
H -2.25149 -6.89664 -1.07654 -0.001 -0.001 0.000 -0.002
H -0.56939 -6.00127 -2.64889 -0.002 -0.002 -0.002 0.010
H 0.58366 -3.87797 -2.19277 -0.003 0.003 0.002 -0.002

***

[2]
60
Properties=species:S:1:pos:R:3:forces:R:3:lowdin_spin:R:1 method="wB97M-V/def2-TZVPD" orbital_gap_ev="7.2974 / 5.8373" multiplicity=4 s2=3.8168 homo_energy_ev="-10.368 / -10.430" relative_energy_kcal_mol=163.3 total_charge=+1 lumo_ha="-0.1128 / -0.1688"
C 1.13859 -2.01662 1.15228 0.715 -0.969 -1.528 -0.002
C 1.68241 -1.37080 -0.01773 0.018 -1.318 0.448 0.070
C 0.73625 -1.51845 -1.09239 0.181 -0.107 0.468 0.009
C -0.38030 -2.26354 -0.59508 0.468 -0.505 -0.092 0.017
C -0.14280 -2.55754 0.79122 0.477 -0.511 0.211 -0.009
Tc -0.16211 -0.42282 0.56493 -2.312 1.331 -0.746 1.581
C -3.83756 0.90635 -0.57888 4.908 2.072 0.755 0.169
C -3.03771 0.64848 0.56463 0.876 -0.698 -0.903 -0.061
H -2.43524 1.43518 1.12323 -2.179 -0.163 -0.094 0.000
C -2.34292 -0.61310 0.85535 -0.427 -1.353 -0.071 0.038
H -2.69297 -1.43571 0.20886 -0.075 0.461 0.398 0.003
H -2.39939 -1.01515 1.89744 -0.106 0.688 -0.486 -0.001
C -3.76327 2.47891 -0.72885 0.328 0.745 -0.252 0.016
H -2.96542 2.86826 -0.04257 -1.112 -0.138 -0.151 0.002
H -3.27588 2.71734 -1.69663 -0.848 0.002 0.191 0.002
H -4.66525 3.12649 -0.60435 0.523 -0.843 -0.168 0.002
C -3.13999 0.28314 -1.89407 0.560 -0.427 -0.359 0.023
H -2.02512 0.14377 -1.67826 -1.295 -0.690 0.187 0.009
H -3.53675 -0.60894 -2.47679 0.269 1.070 1.093 0.001
H -2.95635 1.09816 -2.62328 -1.102 -0.380 0.188 0.001
C 2.99543 -0.69520 -0.07767 0.413 0.165 -0.021 0.029
H 3.16423 -0.10574 0.83111 0.159 -0.115 -0.176 0.005
H 3.80068 -1.43736 -0.16205 -0.084 0.210 -0.029 0.007
H 3.02389 -0.01052 -0.92483 0.245 -0.180 0.070 0.000
C 0.91729 -0.99852 -2.47417 0.031 0.105 -0.201 0.002
H 1.30996 0.02205 -2.42364 -0.004 -0.142 -0.230 0.000
H 1.62871 -1.62667 -3.02792 -0.184 0.165 0.054 -0.001
H -0.03662 -0.97701 -3.01549 0.285 0.012 0.084 0.000
C -1.47337 -2.87727 -1.41340 -0.135 0.118 -0.091 0.005
H -1.69164 -2.27543 -2.30081 -0.040 -0.168 0.182 0.000
H -1.16273 -3.87965 -1.74503 0.008 0.283 0.095 0.000
H -2.39341 -3.00114 -0.83374 0.155 0.011 -0.218 0.001
C -0.95524 -3.46510 1.65386 -0.179 0.022 0.092 -0.003
H -2.01206 -3.43942 1.37278 0.165 -0.026 0.111 0.000
H -0.60269 -4.50191 1.55523 -0.058 0.242 -0.024 -0.001
H -0.86778 -3.18443 2.70854 -0.097 -0.084 -0.165 0.000
C 1.86064 -2.30855 2.42027 -0.033 0.303 0.370 0.003
H 1.15292 -2.54073 3.22440 0.243 0.112 -0.077 0.000
H 2.51663 -3.18366 2.29334 -0.204 0.270 -0.052 0.000
H 2.48508 -1.45960 2.71847 -0.028 -0.196 0.080 0.000
C 1.51439 2.04206 -0.78554 -3.234 4.476 -0.402 0.556
C 0.43238 2.83112 -1.44253 -0.848 -3.673 -0.360 0.126
C 2.66136 2.56185 -1.33445 2.059 -0.690 -1.297 0.135
C 0.35852 2.63430 -2.84575 0.624 0.820 -0.340 0.013
H -0.48825 3.31173 -1.13213 -0.103 -0.680 1.339 0.009
C 2.72197 2.83635 -2.72671 0.860 0.444 1.168 0.037
H 3.56617 2.69347 -0.71344 -0.316 -0.361 -0.538 0.017
C 1.58317 2.73500 -3.54147 -0.054 -0.448 0.357 0.086
H -0.64288 2.59271 -3.32777 0.979 0.600 0.199 0.000
H 3.67651 3.27654 -3.01080 -0.273 -0.408 -0.641 0.001
H 1.65615 2.83548 -4.63925 -0.168 -0.088 0.799 0.005
C 1.40135 1.06580 4.38172 0.117 0.011 -0.134 0.002
C 1.21720 1.32176 2.89996 -0.929 -0.357 -0.399 0.014
O 0.01707 0.56034 2.37495 0.550 0.856 1.666 0.072
H 0.56065 1.44115 4.97833 0.111 -0.077 -0.193 0.000
H 2.29629 1.60155 4.71342 -0.116 -0.050 -0.016 0.000
H 1.55608 0.00094 4.59427 -0.070 0.214 -0.091 0.000
H 1.00046 2.36490 2.65338 0.189 -0.123 0.184 0.003
H 2.05056 0.97048 2.28197 -0.198 0.069 0.242 0.006
H -0.59727 0.38499 3.11353 0.293 0.093 -0.485 0.002